No. 1
Density functional theory data (ωB97M-V with the def2-TZVPD basis set) for C8H10N2OS in the gas phase at a distorted geometry.

Properties
* ΔE to the lowest compared entry with this formula, charge and spin: 27.3 kcal/mol
* spin multiplicity: 1
* E_HOMO: -8.7 eV
* SMILES: CC(=O)N(C)Sc1ccccn1
* gap between HOMO and LUMO: 9.3 eV

Each line ends with the natural charge from an NBO analysis.
Geometry (Å):
C (1.339, -2.414, 0.331)  -0.718
C (0.124, -2.314, -0.634)  0.700
O (-0.706, -3.175, -0.669)  -0.595
N (0.002, -1.146, -1.325)  -0.595
C (-1.125, -0.770, -2.210)  -0.428
S (1.099, 0.105, -1.446)  0.492
C (0.544, 1.094, -0.119)  0.020
C (1.145, 2.162, 0.486)  -0.278
C (0.459, 2.671, 1.585)  -0.147
C (-0.743, 2.178, 2.021)  -0.279
C (-1.205, 1.071, 1.305)  0.075
N (-0.668, 0.635, 0.203)  -0.463
H (1.282, -3.404, 0.844)  0.247
H (1.083, -1.522, 1.044)  0.225
H (2.276, -2.085, -0.070)  0.235
H (-0.780, -0.074, -3.032)  0.206
H (-1.741, -1.506, -2.633)  0.223
H (-1.736, -0.092, -1.601)  0.220
H (2.059, 2.565, 0.123)  0.229
H (0.743, 3.651, 2.024)  0.216
H (-1.276, 2.695, 2.799)  0.227
H (-2.253, 0.827, 1.531)  0.189

Cartesian forces, eV/Å:
-2.2 1.7 1.1
1.9 0.0 1.1
-1.0 -0.7 -0.4
-0.3 0.8 -2.8
0.0 2.2 0.2
2.2 -0.3 0.0
-1.2 -0.9 -0.4
-0.4 -0.2 0.6
0.4 2.5 0.2
0.9 -0.8 -0.5
-2.4 1.9 0.8
0.2 0.0 1.4
0.3 1.0 -0.5
0.5 -1.8 -0.6
0.6 -0.4 -0.4
0.0 -1.2 0.7
-0.4 -1.6 -0.2
-0.3 -0.4 -0.1
0.6 0.3 -0.1
0.4 -0.9 -0.3
-0.2 -0.3 0.2
0.5 -0.8 -0.2

---

No. 2
Density functional theory data (ωB97M-V with the def2-TZVPD basis set) for 2 unconnected molecules or ions with the total composition C6H16O2 at a distorted geometry.

Properties
* ΔE to the lowest compared entry with this formula, charge and spin: 41.1 kcal/mol
* spin multiplicity: 1
* E_HOMO: -9.8 eV
* SMILES: CCOC.CCOC
* gap between HOMO and LUMO: 10.6 eV

Each line ends with the natural charge from an NBO analysis.
Geometry (Å):
C (-0.047, 3.842, -0.962)  -0.622
C (0.966, 2.960, -1.539)  -0.062
O (0.500, 2.709, -2.818)  -0.546
C (1.252, 1.631, -3.442)  -0.257
H (-0.986, 3.263, -0.980)  0.217
H (-0.179, 4.745, -1.581)  0.215
H (0.155, 4.154, 0.076)  0.211
H (0.968, 1.999, -0.989)  0.151
H (2.018, 3.288, -1.647)  0.161
H (2.310, 1.919, -3.563)  0.168
H (0.856, 1.326, -4.425)  0.198
H (1.198, 0.768, -2.758)  0.167
C (-2.103, -2.587, 0.851)  -0.622
C (-0.874, -3.156, 1.697)  -0.069
O (-0.637, -2.172, 2.696)  -0.536
C (0.514, -2.455, 3.429)  -0.245
H (-2.448, -3.235, 0.027)  0.208
H (-1.800, -1.614, 0.430)  0.210
H (-2.943, -2.424, 1.546)  0.211
H (-0.070, -3.323, 0.954)  0.164
H (-1.160, -4.142, 2.110)  0.164
H (0.481, -3.398, 3.999)  0.164
H (0.642, -1.619, 4.137)  0.191
H (1.386, -2.481, 2.754)  0.162

Cartesian forces, eV/Å:
-1.0 1.4 1.0
1.2 -1.3 -0.1
0.2 -1.6 -2.6
-0.3 0.4 0.7
0.2 0.5 0.1
0.0 -0.3 0.3
0.0 -0.2 -0.4
0.3 0.2 0.1
-0.3 0.4 0.6
-0.3 0.0 0.0
-0.2 0.6 0.5
0.1 0.1 -0.3
0.7 -0.2 0.9
-2.2 0.5 -1.6
-0.2 -1.0 -0.8
0.9 0.5 0.5
0.4 0.1 0.4
-0.2 -0.4 0.2
0.3 0.0 -0.3
0.3 0.3 0.7
0.3 0.4 0.2
-0.2 0.1 -0.2
0.0 -0.4 -0.2
0.0 -0.1 0.3

---

No. 3
Density functional theory data (ωB97M-V with the def2-TZVPD basis set) for 3 unconnected molecules or ions with the total composition C30H47BrO2Si at a distorted geometry.

Properties
* spin multiplicity: 1
* E_HOMO: -9.4 eV
* SMILES: C#CC[Si@](Br)(CCCCCCCCCCCCOC)OCC.c1ccccc1.c1ccccc1
* gap between HOMO and LUMO: 9.9 eV

Each line ends with the Löwdin charge.
Geometry (Å):
C (-3.508, -3.617, 0.328)  0.088
C (-3.252, -4.007, -0.769)  -0.263
C (-2.911, -4.428, -2.116)  -0.254
Si (-1.974, -3.037, -3.014)  0.190
Br (-0.656, -2.019, -1.495)  0.479
C (-3.202, -1.864, -3.763)  -0.252
C (-2.615, -0.476, -4.116)  -0.250
C (-2.562, 0.479, -2.906)  -0.242
C (-3.266, 1.821, -3.159)  -0.197
C (-2.617, 3.025, -2.462)  -0.205
C (-1.085, 3.112, -2.604)  -0.202
C (-0.381, 3.014, -1.238)  -0.216
C (-0.329, 4.381, -0.550)  -0.202
C (-0.042, 4.305, 0.950)  -0.213
C (1.161, 3.452, 1.337)  -0.210
C (2.507, 4.058, 0.897)  -0.153
C (3.226, 3.242, -0.193)  -0.225
O (3.712, 4.051, -1.249)  -0.188
C (5.100, 4.284, -1.200)  -0.118
O (-1.014, -3.647, -4.211)  -0.243
C (0.155, -4.370, -3.784)  -0.331
C (0.602, -5.284, -4.920)  -0.069
H (-3.484, -3.166, 1.293)  0.025
H (-3.828, -4.602, -2.681)  0.089
H (-2.338, -5.353, -2.097)  0.082
H (-3.498, -2.340, -4.702)  0.085
H (-4.086, -1.754, -3.138)  0.086
H (-1.630, -0.608, -4.565)  0.103
H (-3.243, -0.055, -4.898)  0.098
H (-1.542, 0.618, -2.571)  0.056
H (-3.077, -0.030, -2.092)  0.096
H (-3.382, 2.043, -4.217)  0.104
H (-4.278, 1.733, -2.761)  0.108
H (-2.897, 3.066, -1.411)  0.105
H (-3.045, 3.927, -2.902)  0.104
H (-0.800, 4.063, -3.052)  0.106
H (-0.703, 2.342, -3.268)  0.099
H (-0.944, 2.324, -0.606)  0.114
H (0.614, 2.591, -1.345)  0.090
H (0.396, 4.999, -1.076)  0.114
H (-1.322, 4.817, -0.669)  0.109
H (0.155, 5.318, 1.309)  0.108
H (-0.936, 3.979, 1.480)  0.109
H (1.170, 3.373, 2.425)  0.103
H (1.052, 2.432, 0.972)  0.098
H (3.158, 4.077, 1.770)  0.095
H (2.385, 5.085, 0.563)  0.113
H (2.550, 2.509, -0.627)  0.100
H (4.038, 2.688, 0.283)  0.103
H (5.360, 4.986, -0.401)  0.088
H (5.408, 4.730, -2.141)  0.084
H (5.658, 3.359, -1.050)  0.083
H (0.952, -3.674, -3.537)  0.093
H (-0.074, -4.979, -2.909)  0.098
H (1.670, -5.468, -4.841)  0.074
H (0.388, -4.806, -5.870)  0.077
H (0.084, -6.237, -4.872)  0.072
C (-1.355, -3.824, 6.071)  -0.095
C (-1.657, -4.784, 5.116)  -0.095
C (-1.559, -4.476, 3.766)  -0.095
C (-1.159, -3.207, 3.373)  -0.097
C (-0.863, -2.244, 4.328)  -0.110
C (-0.959, -2.553, 5.677)  -0.101
H (-1.428, -4.065, 7.124)  0.100
H (-1.971, -5.773, 5.424)  0.100
H (-1.794, -5.225, 3.020)  0.101
H (-1.079, -2.967, 2.319)  0.092
H (-0.558, -1.252, 4.019)  0.098
H (-0.727, -1.803, 6.423)  0.102
C (3.932, 1.268, 3.427)  -0.103
C (3.596, 1.283, 4.774)  -0.095
C (2.796, 0.277, 5.298)  -0.090
C (2.330, -0.741, 4.477)  -0.097
C (2.661, -0.752, 3.129)  -0.088
C (3.463, 0.253, 2.607)  -0.098
H (4.560, 2.047, 3.013)  0.096
H (3.956, 2.078, 5.414)  0.100
H (2.534, 0.287, 6.348)  0.100
H (1.708, -1.526, 4.888)  0.083
H (2.295, -1.542, 2.486)  0.102
H (3.722, 0.244, 1.556)  0.098

Cartesian forces, eV/Å:
0.3 0.5 0.8
0.0 -0.4 -0.7
0.2 0.3 0.0
-0.4 -0.1 0.1
0.0 -0.1 -0.2
0.7 0.2 -0.3
-0.2 -0.2 0.2
-0.4 -0.1 -0.4
0.0 0.1 0.6
0.1 0.4 -0.6
0.1 0.0 0.5
-0.2 0.1 -0.2
-0.2 -0.7 0.1
0.3 0.3 -0.2
0.0 0.3 0.4
0.1 -0.7 0.1
-0.2 0.4 0.2
0.1 -0.2 -0.2
0.0 0.2 0.1
0.0 0.1 0.7
0.0 -0.4 -0.8
-0.1 0.1 0.4
-0.4 -0.1 0.0
0.0 -0.1 -0.2
0.0 -0.1 0.0
-0.2 -0.2 0.0
-0.1 -0.1 0.1
0.1 0.1 0.0
-0.1 0.2 -0.1
0.1 0.0 0.0
0.0 0.1 0.3
0.2 -0.1 -0.2
-0.2 0.1 -0.2
0.0 -0.2 0.2
-0.2 0.0 0.0
0.0 0.1 -0.1
-0.1 -0.1 -0.1
0.0 -0.2 0.1
0.1 0.0 -0.1
0.1 0.2 0.0
0.0 0.3 -0.1
-0.1 0.1 0.1
-0.1 -0.2 0.0
-0.1 -0.1 0.1
0.0 -0.1 -0.1
0.1 0.2 0.1
0.0 0.1 -0.2
-0.1 0.0 -0.1
0.2 -0.1 -0.2
0.0 0.0 0.1
-0.1 0.0 -0.1
0.1 -0.1 0.0
0.0 0.2 0.1
0.1 0.1 0.2
0.1 -0.1 -0.1
0.1 0.0 -0.1
-0.1 -0.1 -0.1
0.0 0.0 0.0
0.0 0.0 0.0
0.0 0.0 0.0
0.0 0.0 -0.1
0.0 0.0 0.0
0.0 0.0 0.0
0.0 0.0 0.0
0.0 0.0 0.0
0.0 0.0 0.0
0.0 0.0 0.0
0.0 0.0 0.0
0.0 0.0 0.0
0.0 0.1 0.0
0.0 0.0 0.0
0.0 0.0 0.0
0.0 0.0 0.1
0.0 0.0 0.0
0.0 0.0 -0.1
0.0 0.0 0.0
0.0 0.0 0.0
0.0 0.0 0.0
0.0 0.0 0.0
0.0 0.0 0.0
0.0 0.0 0.0